Computed, not measured: an isolated ion of composition C4H7N2 and charge +1, with the ωB97M-V functional and the def2-TZVPD basis.

Properties
HOMO level (eV): -16.6
LUMO energy (eV): -7.820
Net charge: +1
ΔE to the lowest compared entry with this formula, charge and spin (eV): 5.780
SMILES: CC1=[N+]=NCC1

Last column: natural (NBO) charge in e.
Positions of all 13 atoms, in Å:
C -0.2610 -1.8629 -0.7915  -0.665
C 0.5106 0.6452 -0.3299  -0.527
H 0.4011 -2.3789 -0.2081  0.275
C 0.1050 1.5282 0.8379  -0.365
H 1.5293 0.3216 -0.2305  0.305
C -0.3370 -0.5643 -0.0908  0.471
H 0.5857 1.1874 -1.1750  0.288
H -1.2904 -2.2303 -0.7658  0.288
H -0.5228 2.4415 0.5609  0.389
H 0.7772 2.1406 1.3062  0.334
N -0.7665 0.8928 1.6024  0.202
N -0.9686 -0.4599 1.0155  -0.248
H 0.2374 -1.6611 -1.7316  0.253

Forces on atoms 1 to 6 (eV/Å):
-1.626 2.925 -1.077
-0.378 -0.741 3.066
1.519 -2.111 1.633
-0.750 -0.542 -3.531
0.897 -0.481 0.420
2.186 1.367 -1.221


Computed, not measured: a 2-piece molecular cluster, C4H7N2 overall, with the ωB97M-V functional and the def2-TZVPD basis.

Properties
HOMO level (eV): -14.6
LUMO energy (eV): -5.677
Net charge: +1
ΔE to the lowest compared entry with this formula, charge and spin (eV): 3.883

Last column: natural (NBO) charge in e.
Positions of all 13 atoms, in Å:
H -0.3808 0.2163 -2.6179  0.435
C 0.6782 -0.3933 1.8666  -0.162
N -0.5230 0.5336 -1.6356  -0.783
N -0.5150 -1.4055 0.2254  -0.438
H -1.4189 0.3897 -1.3725  0.411
C 0.4862 -0.5847 -0.3433  0.222
H 1.6325 1.0289 0.6504  0.248
C -0.3215 -1.4421 1.5172  0.137
H -1.0020 -1.8891 2.2034  0.238
H 1.2240 -1.2641 -0.7417  0.280
H 1.1338 -0.2345 2.7741  0.244
C 1.0868 0.1637 0.7088  -0.265
H -0.4135 1.5741 -1.6796  0.432

Forces on atoms 1 to 6 (eV/Å):
-0.142 -0.086 0.992
0.071 -0.943 -2.287
4.984 0.089 -0.908
-0.985 -1.044 0.760
-3.781 -1.086 1.115
-1.929 -0.037 -0.042


Computed, not measured: an isolated ion of composition C4H7N2 and charge +1, with the ωB97M-V functional and the def2-TZVPD basis.

Properties
HOMO level (eV): -14.2
LUMO energy (eV): -5.535
Net charge: +1
ΔE to the lowest compared entry with this formula, charge and spin (eV): 3.939

Last column: natural (NBO) charge in e.
Positions of all 13 atoms, in Å:
H -0.5591 0.4000 -2.0885  0.261
H 1.6528 0.5511 0.2723  0.255
H 1.4471 -0.7820 1.3798  0.267
H -1.3054 -1.1133 1.7966  0.476
C 1.2315 -0.4428 0.3760  -0.629
H 1.8540 -1.1487 -0.2858  0.253
H -2.7336 1.1590 -1.2261  0.480
C -2.2824 0.1381 0.5894  0.245
C -0.2045 -0.5330 -0.0468  -0.124
N -1.2033 -0.5343 0.8921  -0.557
H -0.2037 -1.5954 -0.7884  0.318
C -0.8462 0.1936 -1.0873  0.261
N -1.9995 0.5932 -0.7020  -0.507

Forces on atoms 1 to 6 (eV/Å):
0.876 0.033 -0.609
-0.124 0.184 0.016
-0.564 -0.089 0.304
1.020 1.290 -1.966
2.340 -0.953 -1.562
-0.792 1.267 0.938


Computed, not measured: a 2-piece molecular cluster, C4H7N2 overall, with the ωB97M-V functional and the def2-TZVPD basis.

Properties
HOMO level (spin up / spin down) (eV): -14.5 / -14.9
LUMO energy (spin up / spin down) (eV): -5.443 / -5.812
Net charge: +1
ΔE to the lowest compared entry with this formula, charge and spin (eV): 7.749

Last column: natural (NBO) charge in e.
Positions of all 13 atoms, in Å:
H -1.2434 0.8016 1.3327  0.277
H 0.9400 1.6018 -2.0404  0.159
N 1.6448 0.5003 0.1915  -0.521
C 1.5552 -0.8200 0.2098  0.366
H 2.1879 -1.5738 0.5744  0.248
C -0.9237 -1.0631 0.0699  -0.199
N 0.4366 -0.8706 -0.5342  -0.386
H -1.8007 1.1442 -0.2449  0.284
C -1.0087 0.5379 0.2372  -0.503
H -0.6643 -1.6982 0.9275  0.227
C 0.3800 0.5290 -0.4206  0.326
H -1.7645 -1.4224 -0.5632  0.256
H 2.2727 1.2034 0.5691  0.465

Forces on atoms 1 to 6 (eV/Å):
1.484 -0.055 -1.388
-1.202 -1.662 2.386
0.913 0.059 1.801
0.494 0.999 -0.594
0.752 -0.900 0.580
-0.973 0.631 0.060


Computed, not measured: an isolated ion of composition C4H7N2 and charge +1, with the ωB97M-V functional and the def2-TZVPD basis.

Properties
HOMO level (eV): -16.6
LUMO energy (eV): -5.048
Net charge: +1
ΔE to the lowest compared entry with this formula, charge and spin (eV): 3.015
SMILES: C/[NH+]=C/CC#N

Last column: natural (NBO) charge in e.
Positions of all 13 atoms, in Å:
H -1.4965 1.9285 -0.6100  0.326
H 2.2534 -1.0933 0.8222  0.239
N 0.4689 -0.5018 0.0374  -0.379
H -0.2813 -1.1724 0.1346  0.437
H 0.9492 1.3210 -0.1151  0.246
C -1.3039 1.1023 0.0642  -0.602
N -3.0289 -0.9273 -0.0669  -0.196
C -2.3400 -0.0076 -0.1047  0.221
C 1.8326 -0.9652 -0.0854  -0.416
H -1.3947 1.7647 1.0598  0.346
C 0.0251 0.6698 -0.0057  0.289
H 2.5596 -0.2341 -0.6429  0.249
H 1.7566 -1.8844 -0.4875  0.240

Forces on atoms 1 to 6 (eV/Å):
0.055 -0.046 -0.690
1.145 -0.298 3.343
-1.390 -1.129 0.104
0.087 -1.062 0.020
-1.853 0.396 0.123
-3.651 1.401 1.737


Computed, not measured: an isolated ion of composition C4H7N2 and charge +1, with the ωB97M-V functional and the def2-TZVPD basis.

Properties
HOMO level (eV): -16.0
LUMO energy (eV): -5.206
Net charge: +1
ΔE to the lowest compared entry with this formula, charge and spin (eV): 5.948
SMILES: CC/C=[N+]1C=N/1

Last column: natural (NBO) charge in e.
Positions of all 13 atoms, in Å:
H 2.4601 0.1398 -0.9676  0.233
H 1.5662 -1.5233 0.1113  0.259
C 1.7155 0.5670 -0.2592  -0.596
C -2.6276 0.4006 0.2292  0.285
C 0.9309 -0.7313 0.3679  -0.440
H 1.0811 1.2995 -0.8056  0.215
C -0.4449 -0.8016 -0.2870  0.246
H -0.7040 -1.3083 -1.2545  0.257
N -1.9055 0.9072 1.1360  -0.025
N -1.3786 -0.1109 0.2033  -0.196
H -3.6371 0.5976 -0.1741  0.294
H 0.6768 -0.5856 1.3161  0.229
H 2.2671 1.1493 0.3844  0.240

Forces on atoms 1 to 6 (eV/Å):
-0.672 0.451 0.243
0.359 -1.500 0.194
-1.324 -1.981 -2.296
-1.002 1.629 0.536
-0.357 2.681 -4.967
0.116 -0.774 0.250


Computed, not measured: an isolated ion of composition C4H7N2 and charge +1, with the ωB97M-V functional and the def2-TZVPD basis.

Properties
HOMO level (eV): -14.4
LUMO energy (eV): -5.103
Net charge: +1
ΔE to the lowest compared entry with this formula, charge and spin (eV): 6.571
SMILES: NC[N@@+]12C=C1C2

Last column: natural (NBO) charge in e.
Positions of all 13 atoms, in Å:
H -0.3805 -1.7139 -0.3360  0.221
H -0.6545 1.4209 -2.3497  0.287
C -0.1910 1.0655 -1.3998  -0.270
H -0.8388 -1.0846 1.2397  0.212
H -2.6009 1.1816 0.7134  0.281
H 1.2379 -0.0484 1.5242  0.418
N 1.0888 -0.7244 0.7372  -0.775
C -0.1794 -1.0131 0.4434  0.023
C -0.7782 1.8955 -0.3431  0.198
C -1.7723 1.2583 0.0708  -0.043
H 1.7004 -0.6540 -0.1141  0.402
N -0.9701 0.2046 -0.5194  -0.210
H 0.9241 0.9629 -1.4223  0.255

Forces on atoms 1 to 6 (eV/Å):
0.378 -1.000 -0.138
0.406 -1.057 0.547
0.966 0.634 -1.517
-1.159 -0.140 1.537
-0.872 0.017 0.375
0.173 -1.006 -1.290


Computed, not measured: a 2-piece molecular cluster, C4H7N2 overall, with the ωB97M-V functional and the def2-TZVPD basis.

Properties
HOMO level (eV): -14.7
LUMO energy (eV): -6.758
Net charge: +1
ΔE to the lowest compared entry with this formula, charge and spin (eV): 7.201

Last column: natural (NBO) charge in e.
Positions of all 13 atoms, in Å:
C -1.1357 -0.1388 -0.0031  0.248
C -0.8650 -0.6491 1.3182  -0.073
H -1.0265 -0.0254 2.1805  0.264
N -1.2890 -0.9597 -0.9908  -0.635
H -1.5623 -0.6438 -1.9139  0.438
H -1.5367 -2.0184 -0.8836  0.470
H 1.4667 -0.2651 1.0024  0.406
H -1.0746 0.9531 -0.1024  0.253
C -1.2729 -2.9916 1.5252  0.204
C -0.5988 -1.9520 1.4286  -0.380
H 1.7285 0.5079 -0.4686  0.410
N 1.1116 0.3972 0.2782  -0.993
H 0.7270 1.2547 0.7179  0.386

Forces on atoms 1 to 6 (eV/Å):
1.529 0.535 -1.231
-0.523 -1.726 0.794
0.245 0.406 0.186
-2.101 -1.765 -0.455
0.258 0.443 0.056
1.093 2.311 0.528


Computed, not measured: an isolated ion of composition C4H7N2 and charge +1, with the ωB97M-V functional and the def2-TZVPD basis.

Properties
HOMO level (eV): -13.9
LUMO energy (eV): -4.583
Net charge: +1
ΔE to the lowest compared entry with this formula, charge and spin (eV): 4.728
SMILES: [NH3+][C@H]1C=CN=C1

Last column: natural (NBO) charge in e.
Positions of all 13 atoms, in Å:
N 0.6614 2.2874 -0.9488  -0.340
H 1.7714 2.6140 0.7275  0.227
C 0.5925 0.7999 0.7617  -0.254
H -0.6171 1.2227 -2.3086  0.224
N -0.3073 -1.3906 0.0015  -0.731
H 0.6259 0.4543 1.7202  0.223
H -0.5379 -1.9505 -0.9056  0.461
H 0.7475 -1.4734 -0.0955  0.470
H -1.2390 0.6674 -0.2540  0.262
C 1.1201 1.9788 0.3208  0.017
H -0.8099 -1.8564 0.8560  0.487
C -0.3071 0.1408 -0.2714  -0.240
C -0.0270 1.3901 -1.4694  0.197

Forces on atoms 1 to 6 (eV/Å):
-0.741 -0.034 -1.189
2.288 2.269 1.945
-0.509 1.471 -2.559
-0.689 0.654 -1.560
0.927 -0.730 -3.327
0.527 -0.990 2.457


| no. | maximum force (eV/A) |
| --- | --- |
| 1 | 5.7 |
| 2 | 5.1 |
| 3 | 4.9 |
| 4 | 4.6 |
| 5 | 5.4 |
| 6 | 5.7 |
| 7 | 4.0 |
| 8 | 3.5 |
| 9 | 5.0 |